C45H40CrN8O5 | ωB97M-V with the def2-TZVPD basis set

Structure (XYZ):
```
99
C45H40CrN8O5 ωB97M-V with the def2-TZVPD basis set
Cr 1.68 -1.43 -0.11
O 3.96 -4.01 -0.14
O 1.78 -3.70 -0.57
O -6.91 7.90 -0.14
O 3.75 -2.07 3.34
O 3.80 -0.83 -3.54
N 1.55 0.48 0.31
N -0.33 -1.27 -0.06
N 1.08 -6.01 -0.70
N 2.04 -1.85 1.82
N -1.91 3.93 0.68
N -3.54 2.44 0.41
N 3.59 -1.38 -0.09
N 2.08 -1.10 -2.03
C 4.27 -1.20 -1.22
C -0.85 -2.89 3.89
C 2.83 -4.40 -0.32
C 3.33 -1.86 2.22
C -3.72 6.16 0.36
C -2.38 1.73 0.46
C -3.08 -0.64 0.05
C 0.95 -2.30 -3.81
C 0.16 -2.94 2.95
C 1.91 0.37 3.71
C 1.05 -1.85 2.82
C -2.64 -1.92 -0.21
C -1.28 -2.19 -0.27
C 0.22 -0.06 -3.22
C 4.24 -1.61 1.05
C -1.07 -1.40 -4.77
C -1.00 -1.79 4.72
C -6.41 5.63 0.06
C 0.48 1.29 -2.64
C -5.54 4.59 0.24
C 2.54 1.36 0.43
C -0.14 -2.41 -4.67
C 0.35 -4.18 2.14
C -2.12 0.35 0.27
C 0.93 -0.77 3.70
C 1.99 -3.38 -3.81
C -5.96 6.96 0.03
C -3.21 3.77 0.52
C 1.06 3.21 0.79
C 5.65 -1.26 -1.26
C -1.38 2.69 0.64
C 2.49 -5.93 -0.29
C 3.37 -1.02 -2.41
C -4.60 7.21 0.18
C -4.17 4.84 0.40
C -0.10 -0.75 4.63
C 0.28 0.95 0.43
C -6.59 9.26 0.04
C 2.34 2.72 0.66
C 5.63 -1.64 1.11
C 0.00 2.31 0.66
C 6.34 -1.47 -0.07
C -0.86 -0.22 -4.08
C -0.75 -0.01 0.22
C 1.08 -1.15 -3.02
H 1.12 -4.80 2.59
H 6.16 -1.14 -2.21
H 7.42 -1.53 -0.07
H -1.53 0.62 -4.24
H 0.66 -3.90 1.15
H -1.80 -1.76 5.44
H 0.47 -6.43 0.00
H -3.34 -2.72 -0.39
H -7.47 5.45 -0.07
H 3.54 0.98 0.34
H -4.22 8.22 0.14
H -1.92 -1.50 -5.43
H -6.00 9.65 -0.80
H -7.54 9.79 0.08
H -4.13 -0.41 0.10
H 1.38 1.30 -2.03
H 3.20 3.37 0.72
H -0.17 0.08 5.32
H 2.20 0.67 2.71
H -4.46 2.06 0.29
H -5.93 3.59 0.28
H 6.11 -1.82 2.06
H 2.66 -6.30 0.72
H 0.63 2.01 -3.44
H -1.51 -3.74 4.00
H -0.23 -3.30 -5.29
H 3.16 -6.45 -0.97
H 1.61 -4.29 -4.28
H 0.95 -4.86 -0.76
H 0.85 4.25 0.97
H 1.50 1.22 4.24
H -2.66 6.35 0.46
H -0.38 1.64 -2.05
H 0.95 -6.46 -1.60
H -0.93 -3.18 -0.52
H 2.35 -3.60 -2.81
H -0.58 -4.75 2.09
H 2.82 0.05 4.22
H 2.86 -3.03 -4.38
H -6.04 9.42 0.97
```

The calculation puts the strongest force on any atom at 1.875 eV Å⁻¹. The value obtained for the highest occupied orbital energy (spin up / spin down) is -10.013 / -10.012 eV. Its total charge is +1. The relative energy (zero: lowest compared OMol25 entry of this formula, charge and spin) comes out at 103.6 kJ/mol. For the molar mass, the calculation gives 824.9 g mol⁻¹. As for the total energy: -3597.51623 hartree. The spin multiplicity is 2. The LUMO energy (spin up / spin down) is -3.52 / -3.55 eV.

---

C21H44FIN3O7PS | ωB97M-V with the def2-TZVPD basis set

Structure (XYZ):
```
79
C21H44FIN3O7PS ωB97M-V with the def2-TZVPD basis set
I 3.84 1.64 -1.14
S -5.44 -3.12 -1.28
P 5.13 -0.19 -0.08
F 7.87 -1.35 -1.43
O 3.23 4.96 0.90
O 5.48 -2.62 -0.99
O 3.93 -0.90 0.78
O -6.81 -0.79 -1.40
O -9.85 2.16 -0.85
O 0.45 8.19 3.11
O 8.10 -1.03 -3.60
N 4.85 -5.74 -0.21
N -7.23 -1.97 0.41
N -7.96 -0.79 0.48
C -3.24 -4.19 -0.04
C 4.23 -4.75 -1.09
C -7.69 -0.14 -0.61
C 0.62 -4.07 0.28
C 5.20 -3.77 -1.80
C -1.91 -3.73 0.59
C -6.57 -1.92 -0.70
C 3.10 -4.03 -0.31
C 1.93 10.00 3.82
C -4.42 -3.24 0.22
C -10.43 2.87 0.24
C 1.87 5.18 1.29
C 5.89 -0.89 -2.71
C -0.72 -3.74 -0.38
C 6.53 -4.41 -2.15
C 5.05 -1.39 -1.51
C -11.56 3.78 -0.21
C 1.21 3.91 1.79
C 1.72 8.80 2.91
C 1.71 -4.51 -0.72
C 7.38 -1.11 -2.67
H 4.00 -1.45 -1.83
H -11.19 4.54 -0.90
H 3.75 -5.32 -1.89
H -9.50 2.81 -1.47
H 1.31 5.60 0.45
H -0.62 -2.74 -0.82
H 1.83 9.70 4.87
H 3.16 -2.95 -0.43
H 1.18 3.15 1.00
H -0.23 8.84 2.92
H 3.40 -0.25 1.25
H 5.53 -1.35 -3.63
H -12.33 3.20 -0.72
H 5.25 -6.52 -0.72
H -4.08 -2.23 0.47
H 3.24 -4.27 0.74
H -8.11 0.82 -0.87
H 1.83 9.09 1.86
H 2.91 10.44 3.67
H 4.71 -3.46 -2.73
H 5.53 -5.34 0.41
H 6.36 -5.39 -2.62
H -2.03 -2.73 1.00
H 1.18 10.77 3.62
H -0.91 -4.42 -1.21
H -3.11 -4.35 -1.12
H 0.18 4.10 2.10
H -12.01 4.29 0.64
H -5.06 -3.59 1.03
H -3.50 -5.16 0.40
H 2.46 8.03 3.12
H 0.98 -3.19 0.81
H -1.67 -4.38 1.44
H 1.46 -4.09 -1.70
H -9.67 3.45 0.77
H 3.23 4.31 0.19
H 1.90 5.92 2.08
H 5.76 0.19 -2.85
H 1.72 -5.60 -0.79
H 7.11 -3.79 -2.84
H 1.76 3.50 2.63
H 0.48 -4.85 1.03
H -10.80 2.10 0.92
H 7.12 -4.56 -1.24
```

The calculation puts the strongest force on any atom at 1.019 eV Å⁻¹. The value obtained for the highest occupied orbital energy is -9.003 eV. For the molar mass, the calculation gives 659.5 g mol⁻¹. As for the total energy: -2654.57439 hartree. The LUMO energy is -0.19 eV.

---

C10H22ClIO3PTb | ωB97M-V with the def2-TZVPD basis set

Structure (XYZ):
```
39
C10H22ClIO3PTb ωB97M-V with the def2-TZVPD basis set
Tb 0.85 -0.42 1.57
I -0.03 -2.33 -0.99
Cl 2.65 0.95 2.50
P 2.06 -0.25 -1.58
O -1.30 -0.21 1.88
O -2.04 -0.42 -1.94
O -0.29 1.65 -3.40
C -0.37 1.28 -2.21
C 1.83 -0.98 -3.26
C -1.18 0.03 3.31
C -0.31 2.09 -0.93
C -2.98 -1.99 1.76
C -2.67 -0.56 1.40
C -0.86 -0.15 -1.99
C 3.66 -1.06 -1.23
C -2.35 0.84 3.87
C 2.73 1.30 -2.29
H -2.07 1.14 4.88
H 4.29 -0.82 -2.09
H 1.11 -0.41 -3.85
H 4.09 -0.64 -0.33
H 1.96 1.82 -2.87
H 1.48 -2.01 -3.21
H -0.55 3.13 -1.21
H -3.26 0.25 3.93
H 3.10 1.93 -1.49
H 2.82 -0.95 -3.73
H -3.99 -2.24 1.40
H 3.54 0.97 -2.94
H -0.22 0.56 3.47
H -1.15 -0.96 3.78
H -2.97 -2.16 2.84
H -2.29 -2.69 1.28
H -1.03 1.75 -0.15
H -2.66 -0.38 0.34
H -3.33 0.15 1.88
H -2.54 1.76 3.29
H 0.73 2.16 -0.57
H 3.56 -2.13 -1.12
```

The calculation puts the strongest force on any atom at 7.308 eV Å⁻¹. The value obtained for the highest occupied orbital energy (spin up / spin down) is -15.252 / -15.271 eV. Its total charge is +2. The relative energy (zero: lowest compared OMol25 entry of this formula, charge and spin) comes out at 86.1 kJ/mol. For the molar mass, the calculation gives 542.5 g mol⁻¹. As for the total energy: -2543.00389 hartree. The spin multiplicity is 7. The LUMO energy (spin up / spin down) is -8.80 / -8.76 eV.

---

C30H22AsFMgN7O4 | ωB97M-V with the def2-TZVPD basis set

Structure (XYZ):
```
66
C30H22AsFMgN7O4 ωB97M-V with the def2-TZVPD basis set
As 0.47 -0.84 2.48
Mg -0.64 -0.81 -0.41
F 1.73 -2.33 -3.86
O 0.72 -0.17 -5.30
O -2.43 -1.13 -1.37
O -1.24 -2.80 -0.59
O -3.53 -1.55 -4.52
N 3.28 -0.29 -1.85
N 3.56 -1.41 -1.14
N 1.45 -1.12 -0.86
N -1.84 -2.81 -3.63
N -0.15 0.78 -1.89
N 0.74 2.76 -3.60
N -1.39 -1.01 -5.06
C -0.74 1.40 1.25
C -2.41 -0.26 1.85
C 1.14 0.89 -2.23
C -3.07 1.84 0.89
C 0.32 -0.39 4.36
C -3.41 0.60 1.41
C -2.66 -3.23 -2.49
C 2.47 -1.90 -0.56
C -2.14 -2.36 -1.36
C 0.93 -0.94 6.62
C -1.00 1.64 -2.44
C 2.70 2.91 0.66
C -0.55 2.63 -3.29
C 1.50 0.69 1.83
C 1.58 1.88 -3.09
C -0.47 -2.98 -3.48
C -0.38 1.03 6.17
C 0.26 0.19 7.07
C 1.32 2.79 0.64
C 0.95 -1.23 5.26
C -1.08 0.14 1.78
C -0.01 -1.03 -4.86
C 0.72 1.68 1.23
C 0.41 -2.16 -4.04
C 2.00 -0.15 -1.65
C 3.48 1.93 1.27
C -2.35 -1.78 -4.42
C -0.35 0.74 4.81
C 2.89 0.82 1.85
C -1.75 2.25 0.80
H 0.24 0.41 8.13
H 2.44 -2.78 0.05
H -2.50 -4.29 -2.28
H -0.16 -3.80 -2.85
H -3.86 2.51 0.55
H 3.50 0.06 2.32
H -1.24 3.34 -3.73
H 1.46 -2.13 4.92
H -1.75 -0.27 -5.64
H 4.50 -1.77 -1.14
H -0.85 1.41 4.12
H -2.05 1.52 -2.19
H -3.70 -3.03 -2.72
H 0.72 3.56 0.17
H 3.17 3.77 0.21
H -0.90 1.91 6.52
H -4.45 0.30 1.46
H 4.56 2.04 1.29
H 1.42 -1.60 7.32
H -2.67 -1.23 2.25
H 2.62 1.95 -3.37
H -1.51 3.22 0.39
```

The calculation puts the strongest force on any atom at 0.420 eV Å⁻¹. The value obtained for the highest occupied orbital energy is -11.703 eV. Its total charge is +1. The relative energy (zero: lowest compared OMol25 entry of this formula, charge and spin) comes out at 46.6 kJ/mol. For the molar mass, the calculation gives 662.8 g mol⁻¹. As for the total energy: -4376.41484 hartree. The LUMO energy is -3.33 eV.

---

C21H15N7O4 | ωB97M-V with the def2-TZVPD basis set

Structure (XYZ):
```
47
C21H15N7O4 ωB97M-V with the def2-TZVPD basis set
O -3.67 -3.16 3.59
O -2.68 -0.61 3.89
O -5.63 -2.62 4.52
O 2.07 2.34 -3.17
N -1.28 -5.78 -0.42
N 1.26 2.11 -0.99
N 0.11 1.63 1.02
N -4.46 -2.33 4.08
N 4.68 -4.98 -3.85
N -1.52 2.79 3.13
N -0.44 3.33 2.60
C 2.92 -4.00 -2.14
C -0.39 -5.10 -0.72
C 2.74 -2.64 -2.04
C -3.97 -1.00 4.02
C 1.71 -0.58 -1.31
C -3.95 1.27 3.76
C 1.89 -4.86 -1.75
C 3.94 -4.49 -3.05
C 1.87 3.80 -3.07
C 1.62 -2.04 -1.51
C 1.13 -0.11 -0.18
C 1.90 1.61 -2.03
C -2.68 0.77 3.75
C 0.52 4.26 -3.46
C 0.83 1.22 -0.12
C -1.46 1.54 3.60
C 0.69 -2.92 -0.98
C 0.71 -4.31 -1.15
C 2.13 0.27 -2.24
C -4.76 0.16 3.94
C 0.27 2.80 1.48
H 1.03 3.45 0.95
H 2.24 4.16 -2.17
H -4.32 2.33 3.65
H -0.10 4.23 3.00
H -5.88 0.24 3.92
H 1.90 -5.80 -2.17
H 3.41 -1.86 -2.35
H 2.60 0.02 -3.20
H -0.11 -2.48 -0.42
H 0.78 -0.78 0.57
H 0.33 3.79 -4.44
H 0.37 5.36 -3.46
H 2.46 4.20 -3.91
H -0.21 3.79 -2.87
H -0.58 0.98 3.68
```

The calculation puts the strongest force on any atom at 5.152 eV Å⁻¹. The value obtained for the highest occupied orbital energy is -8.520 eV. The relative energy (zero: lowest compared OMol25 entry of this formula, charge and spin) comes out at 214.8 kJ/mol. For the molar mass, the calculation gives 429.4 g mol⁻¹. As for the total energy: -1493.22550 hartree. The LUMO energy is -1.46 eV.

---

C2H8IN4O2 | ωB97M-V with the def2-TZVPD basis set

Structure (XYZ):
```
17
C2H8IN4O2 ωB97M-V with the def2-TZVPD basis set
I 1.03 -0.62 -0.14
O 1.24 0.36 7.29
O -2.88 0.44 -6.57
N -1.77 0.83 -4.76
N -0.85 -0.52 -6.22
N 1.13 -1.21 5.71
N 1.63 0.78 5.14
C -1.86 0.26 -5.89
C 1.18 0.06 6.12
H 1.42 0.40 4.22
H -0.86 -1.21 -6.96
H 1.04 -1.94 6.39
H 1.10 -1.37 4.72
H -1.13 0.50 -4.04
H 0.05 -0.18 -5.91
H -2.26 1.68 -4.54
H 1.78 1.73 5.44
```

The calculation puts the strongest force on any atom at 6.058 eV Å⁻¹. The value obtained for the highest occupied orbital energy is -3.890 eV. Its total charge is -1. The relative energy (zero: lowest compared OMol25 entry of this formula, charge and spin) comes out at 195.5 kJ/mol. For the molar mass, the calculation gives 247.0 g mol⁻¹. As for the total energy: -748.34243 hartree. The LUMO energy is 2.89 eV.

---

C35H25BeBr2N2O2S2Sb | ωB97M-V with the def2-TZVPD basis set

Structure (XYZ):
```
70
C35H25BeBr2N2O2S2Sb ωB97M-V with the def2-TZVPD basis set
Sb -0.76 -0.44 -1.58
Br 7.04 -2.39 0.78
Br 1.73 -3.95 6.66
S 0.25 -2.34 -0.78
S 1.66 0.79 2.52
O -0.62 -0.27 1.01
O -2.57 0.71 0.90
N 2.54 -1.30 0.84
N 0.83 -2.14 2.51
C -0.16 -2.39 3.36
C -1.78 3.55 3.75
C -1.47 0.64 1.42
C 3.08 -2.03 1.83
C 4.67 -1.18 -0.21
C 0.28 1.78 2.94
C 2.08 -2.44 2.85
C -2.95 -2.23 -2.54
C -3.86 -0.15 -1.72
C -5.13 -0.56 -2.09
C -2.04 2.52 2.87
C 2.40 -3.00 4.07
C 1.37 -0.12 -6.01
C 1.36 -3.23 4.96
C -4.22 -2.63 -2.92
C -1.51 2.50 -1.42
C 0.09 -0.27 -3.54
C -0.48 3.71 4.23
C -0.22 4.27 -0.41
C 1.81 0.66 -4.95
C 0.06 -2.93 4.61
C 0.63 2.02 -0.41
C 1.17 0.59 -3.72
C 5.21 -1.94 0.81
C 0.51 2.85 3.83
C -5.31 -1.79 -2.71
C -2.76 -0.97 -1.97
C 4.42 -2.38 1.85
C 0.78 3.36 -0.08
C 0.29 -0.97 -5.84
C -1.04 1.63 2.46
C -1.35 3.84 -1.09
C -0.52 1.60 -1.07
C 3.32 -0.90 -0.16
C -0.35 -1.04 -4.61
Be 0.74 -1.04 1.13
H -3.03 2.37 2.47
H 4.83 -2.99 2.65
H -2.57 4.22 4.05
H -1.20 -1.71 -4.49
H 1.52 2.97 4.21
H -5.98 0.07 -1.89
H -0.76 -3.11 5.29
H 5.27 -0.84 -1.04
H 1.40 1.32 -0.10
H 2.65 1.33 -5.08
H -2.11 -2.90 -2.65
H -3.73 0.80 -1.21
H -0.12 5.30 -0.12
H -6.30 -2.10 -3.02
H -2.12 4.55 -1.36
H -0.25 4.53 4.90
H 1.66 3.68 0.46
H 3.42 -3.22 4.35
H 1.51 1.23 -2.91
H -4.36 -3.60 -3.37
H -0.07 -1.58 -6.66
H 2.83 -0.34 -0.95
H 1.87 -0.07 -6.97
H -1.16 -2.12 3.02
H -2.39 2.19 -1.96
```

The calculation puts the strongest force on any atom at 0.768 eV Å⁻¹. The value obtained for the highest occupied orbital energy is -6.800 eV. The relative energy (zero: lowest compared OMol25 entry of this formula, charge and spin) comes out at 41.5 kJ/mol. For the molar mass, the calculation gives 860.3 g mol⁻¹. As for the total energy: -7808.27353 hartree. The LUMO energy is -0.90 eV.